A 6-piece molecular cluster, C31H33Br2F15N2O12 overall at a distorted geometry, computed with ωB97M-V/def2-TZVPD.

electronic energy = -8859.56794 Eh
SMILES = O=COCCc1ccc2ncc(Br)nc2c1Br.CCOC(=O)C(F)(F)F.CCOC(=O)C(F)(F)F.CCOC(=O)C(F)(F)F.CCOC(=O)C(F)(F)F.CCOC(=O)C(F)(F)F
gap between HOMO and LUMO = 8.7 eV
E_LUMO = -0.8 eV
highest occupied orbital energy = -9.57 eV

Positions of all 95 atoms, in Å:
O -0.04 -1.77 -4.39
C 0.52 -1.22 -5.31
O 0.73 0.11 -5.26
C 0.84 0.74 -6.55
C -0.13 1.91 -6.75
C -1.60 1.60 -6.42
C -2.31 2.48 -5.49
C -3.61 2.27 -5.18
C -4.36 1.21 -5.75
N -5.67 1.10 -5.41
C -6.24 0.10 -6.03
C -5.58 -0.79 -6.92
Br -6.57 -2.20 -7.75
N -4.33 -0.69 -7.23
C -3.70 0.36 -6.63
C -2.32 0.58 -6.94
Br -1.53 -0.64 -8.21
H 0.85 -1.84 -6.16
H 0.79 -0.02 -7.34
H 1.86 1.16 -6.61
H -0.06 2.24 -7.79
H 0.20 2.73 -6.09
H -1.82 3.33 -5.01
H -4.10 2.96 -4.50
H -7.31 -0.06 -5.85
C -1.04 -0.80 -1.83
C -1.86 0.46 -1.99
O -2.76 0.66 -0.88
C -2.22 1.17 0.22
O -1.07 1.46 0.36
C -3.30 1.36 1.29
F -4.09 0.29 1.41
F -4.11 2.39 0.99
F -2.77 1.61 2.49
H -1.69 -1.66 -1.67
H -0.42 -0.97 -2.72
H -0.39 -0.73 -0.95
H -2.49 0.38 -2.88
H -1.22 1.34 -2.13
C 4.61 3.78 -1.39
C 3.14 3.45 -1.55
O 2.49 4.37 -2.45
C 2.67 4.14 -3.74
O 3.33 3.26 -4.21
C 1.88 5.17 -4.56
F 2.06 6.41 -4.11
F 0.56 4.91 -4.53
F 2.23 5.18 -5.85
H 4.73 4.82 -1.08
H 5.07 3.13 -0.65
H 5.14 3.67 -2.33
H 2.63 3.55 -0.59
H 2.99 2.42 -1.88
C -0.58 2.76 3.94
C 0.66 2.20 4.60
O 1.46 3.25 5.20
C 1.04 3.70 6.37
O 0.07 3.32 6.96
C 2.01 4.77 6.89
F 2.32 5.66 5.95
F 3.16 4.21 7.31
F 1.50 5.44 7.92
H -0.30 3.53 3.21
H -1.12 1.98 3.43
H -1.24 3.23 4.67
H 1.29 1.72 3.86
H 0.41 1.45 5.35
C 2.08 -2.74 8.89
C 0.63 -2.71 8.44
O 0.51 -2.05 7.16
C 0.81 -2.79 6.10
O 1.19 -3.92 6.12
C 0.58 -1.98 4.82
F 1.10 -0.74 4.90
F -0.72 -1.83 4.56
F 1.13 -2.56 3.75
H 2.50 -1.74 8.89
H 2.16 -3.17 9.89
H 2.69 -3.34 8.21
H 0.04 -2.12 9.14
H 0.20 -3.70 8.40
C 2.88 -5.55 1.71
C 1.51 -5.28 2.27
O 0.55 -6.23 1.77
C 0.55 -7.42 2.37
O 1.27 -7.75 3.26
C -0.55 -8.31 1.78
F -0.55 -8.27 0.44
F -1.76 -7.90 2.18
F -0.41 -9.58 2.14
H 2.85 -5.58 0.62
H 3.59 -4.78 2.02
H 3.26 -6.52 2.04
H 1.16 -4.30 1.93
H 1.51 -5.26 3.36